22
Properties=species:S:1:pos:R:3:forces:R:3:nbo_charge:R:1 method="wB97M-V/def2-TZVPD" gap_ev="7.85 / 7.86" relative_energy_ev=4.372 total_charge=0 lumo_energy_ev="-0.8 / -0.4" spin_multiplicity=1
C 0.400 0.483 2.605 -2.42 0.41 0.89 -0.174
C 1.748 0.454 2.492 3.35 -0.48 -2.34 -0.227
C -0.576 0.487 1.575 4.99 -1.31 -0.29 -0.219
C 2.225 0.178 1.152 0.61 0.41 0.18 -0.154
C -0.072 0.199 0.318 -0.39 1.58 0.62 -0.104
C 1.284 0.096 0.103 2.41 0.01 1.52 -0.310
C -0.602 0.238 -1.006 -1.69 -3.36 -1.62 -0.114
C -1.287 -2.131 -1.023 -3.51 2.87 -2.43 -0.497
C -1.674 1.142 -1.589 2.54 -0.92 -0.12 -0.668
O 1.403 1.393 -2.293 -0.26 -2.02 0.72 -0.918
O 1.600 -1.123 -2.291 -0.59 0.48 0.06 -0.892
S 1.096 0.081 -1.683 0.57 1.93 -0.12 2.121
H -0.006 0.458 3.588 -0.30 0.42 0.87 0.210
H 2.590 0.623 3.279 -2.22 -0.54 -1.15 0.242
H -1.537 0.322 1.784 -3.78 0.07 0.95 0.212
H 3.340 0.082 1.016 -1.45 0.16 -0.21 0.233
H -2.361 -1.855 -0.738 1.55 -0.46 -0.62 0.180
H -0.759 -2.377 -0.206 2.18 -0.90 2.65 0.165
H -1.199 -2.763 -1.926 0.21 0.82 0.49 0.206
H -1.644 2.037 -0.993 0.02 0.82 -0.23 0.228
H -2.646 0.744 -1.540 -1.18 -0.72 -0.01 0.230
H -1.324 1.231 -2.627 -0.65 0.73 0.20 0.248



14
Properties=species:S:1:pos:R:3:forces:R:3:nbo_charge:R:1 method="wB97M-V/def2-TZVPD" gap_ev=10.19 relative_energy_ev=1.697 total_charge=0 lumo_energy_ev=1.0 smiles="C1=N[C@H]2C[C@H]2CO1" spin_multiplicity=1
C -1.418 -0.480 0.329 -0.16 0.00 0.13 -0.413
C -0.623 0.455 -0.550 0.05 0.08 -0.09 -0.291
C 0.491 1.353 -0.061 -0.24 0.11 -0.03 -0.063
O 1.671 0.657 0.349 -0.05 -0.02 0.18 -0.503
C 1.611 -0.675 0.557 -0.01 -0.31 -0.02 0.399
N 0.772 -1.524 0.140 0.28 0.27 0.04 -0.481
C -0.362 -1.024 -0.585 -0.02 -0.08 -0.14 -0.080
H -1.144 -0.606 1.373 -0.14 0.27 -0.09 0.221
H -2.476 -0.592 0.110 0.20 -0.06 -0.05 0.220
H -1.188 0.872 -1.381 0.15 -0.09 0.11 0.227
H 0.194 1.966 0.797 -0.07 -0.04 -0.13 0.183
H 0.795 2.024 -0.870 -0.02 -0.13 0.13 0.195
H 2.439 -0.978 1.193 0.05 -0.10 -0.25 0.170
H -0.620 -1.606 -1.465 -0.02 0.09 0.20 0.216



22
Properties=species:S:1:pos:R:3:forces:R:3:nbo_charge:R:1 method="wB97M-V/def2-TZVPD" gap_ev=10.28 relative_energy_ev=1.481 total_charge=+1 lumo_energy_ev=-3.4 spin_multiplicity=1
C -0.751 1.398 1.478 -0.46 -0.55 -0.33 -0.244
N -0.033 0.425 2.332 -0.21 0.77 0.65 -0.843
C -0.998 0.809 0.061 0.62 0.22 0.07 -0.030
N -2.076 -0.262 0.211 -0.63 -1.05 -1.70 -0.695
C 0.015 -0.759 -1.777 -0.07 1.93 0.08 -0.614
C 0.255 0.137 -0.547 -0.77 -1.44 1.61 -0.440
H -0.193 2.325 1.381 0.20 -0.09 -0.03 0.236
H -1.721 1.667 1.911 -0.05 0.18 -0.11 0.185
H 0.461 0.981 3.029 0.43 -0.15 -0.33 0.386
H -0.653 -0.095 2.957 -0.21 0.03 -0.57 0.363
H -1.448 1.465 -0.693 0.12 0.54 0.64 0.218
H -2.590 -0.216 -0.671 -0.16 -0.11 -0.11 0.439
H -1.710 -1.218 0.178 0.29 0.13 0.56 0.444
H -2.823 -0.214 0.901 0.42 0.48 0.63 0.444
H 0.948 -1.228 -2.079 -0.16 -0.23 0.06 0.264
H -0.289 -0.059 -2.568 -0.05 -0.58 -0.24 0.215
H -0.790 -1.480 -1.605 0.34 -0.18 -0.22 0.173
H 0.551 -0.472 0.307 0.41 -0.40 -0.11 0.238
H 1.081 0.828 -0.601 0.00 0.51 -0.57 0.257
H 4.032 -2.059 -1.610 0.16 -0.95 -0.26 0.472
H 4.817 -0.818 -1.230 -0.43 -0.13 -0.07 0.480
O 3.916 -1.154 -1.366 0.19 1.08 0.33 -0.950



65
Properties=species:S:1:pos:R:3:forces:R:3:nbo_charge:R:1 method="wB97M-V/def2-TZVPD" gap_ev=6.65 total_charge=+1 lumo_energy_ev=-5.3 spin_multiplicity=1
O -1.016 -2.047 -4.047 -0.61 1.05 2.36 -0.712
C -1.016 -2.329 -2.580 -0.90 0.11 -0.18 -0.093
C 0.520 -2.376 -2.008 -0.37 -1.16 -2.11 -0.595
S 0.956 -1.024 -0.786 -0.01 -0.65 -0.69 0.534
S 1.606 0.604 -2.023 0.29 -0.59 -0.71 -0.039
S -0.666 -0.462 0.434 -0.38 0.33 -1.06 0.017
H -1.482 -1.163 -4.139 0.88 -1.66 -0.04 0.484
H -1.656 -1.483 -2.082 1.39 -1.67 -0.61 0.181
H -1.589 -3.352 -2.357 1.54 2.19 -0.62 0.231
H 1.231 -2.212 -2.952 -1.51 -0.14 2.17 0.291
H 0.810 -3.427 -1.572 -0.63 2.29 -0.27 0.301
H 2.347 -0.063 -3.050 -1.00 0.25 1.55 0.207
H -1.764 -0.007 -0.355 1.54 -0.60 0.38 0.189
O -3.292 6.060 -1.675 -1.35 -2.53 -3.76 -0.868
P -2.153 5.750 -2.678 5.54 4.71 6.10 2.259
O -1.148 5.082 -1.543 -0.27 -1.03 -0.44 -0.774
C -1.407 3.759 -1.115 0.17 -0.03 0.21 -0.075
C -0.934 2.756 -2.148 -0.06 0.01 -0.27 -0.621
O -1.519 7.289 -2.600 -0.57 -0.67 -1.55 -0.802
C -2.389 8.406 -2.474 -0.31 0.54 0.42 -0.068
C -2.399 8.897 -1.038 0.03 -0.02 0.27 -0.633
O -0.881 5.404 -3.798 -3.39 -1.12 0.08 -0.697
C -0.868 6.118 -5.024 0.36 0.32 -0.95 -0.077
C 0.234 7.167 -5.004 -0.01 0.40 0.16 -0.634
H -2.471 3.630 -0.899 -0.06 -0.01 0.07 0.181
H -0.857 3.607 -0.181 -0.06 0.17 -0.05 0.182
H -1.531 2.832 -3.062 0.05 -0.10 0.03 0.211
H -1.018 1.735 -1.764 -0.04 0.01 -0.03 0.166
H 0.108 2.947 -2.427 -0.21 0.02 0.11 0.217
H -3.397 8.166 -2.828 0.16 0.00 0.20 0.185
H -2.007 9.200 -3.123 0.12 -0.13 -0.05 0.177
H -2.661 8.101 -0.334 -0.09 0.06 -0.26 0.222
H -3.114 9.715 -0.910 0.10 -0.05 -0.05 0.217
H -1.404 9.253 -0.750 -0.12 0.03 -0.12 0.211
H -1.845 6.569 -5.229 0.15 0.04 -0.05 0.176
H -0.657 5.394 -5.815 -0.16 0.00 0.03 0.180
H -0.060 8.042 -4.424 -0.01 -0.15 0.00 0.228
H 0.462 7.511 -6.017 -0.01 -0.20 0.05 0.219
H 1.146 6.776 -4.541 -0.14 -0.10 -0.19 0.220
O 1.559 -4.285 1.935 -3.48 -2.60 -1.65 -0.930
P 1.035 -5.197 3.071 6.28 4.28 6.09 2.278
O 0.801 -3.958 4.146 -0.82 -0.32 -0.55 -0.776
C -0.347 -3.147 3.992 -0.27 0.23 0.43 -0.067
C -1.582 -3.854 4.514 -0.23 -0.09 0.02 -0.634
O 2.564 -5.606 3.595 -1.02 -1.24 -0.73 -0.796
C 3.611 -5.782 2.650 0.55 0.24 -0.24 -0.066
C 4.507 -4.556 2.635 0.09 0.26 0.03 -0.632
O 0.450 -6.216 4.341 -1.13 0.55 -3.51 -0.671
C 0.765 -7.598 4.277 0.00 -1.10 0.35 -0.079
C 1.838 -7.937 5.301 0.43 0.06 -0.02 -0.634
H -0.472 -2.859 2.944 0.00 0.07 -0.12 0.152
H -0.179 -2.234 4.571 0.14 -0.13 -0.08 0.189
H -1.820 -4.724 3.894 -0.07 0.05 0.04 0.197
H -2.445 -3.183 4.511 0.04 -0.06 -0.01 0.212
H -1.419 -4.221 5.533 0.01 0.15 -0.18 0.230
H 3.214 -6.005 1.654 0.08 0.16 0.15 0.177
H 4.196 -6.652 2.960 -0.13 -0.01 0.11 0.181
H 3.942 -3.637 2.446 -0.04 -0.25 -0.07 0.214
H 5.279 -4.647 1.866 -0.03 -0.05 0.10 0.211
H 4.994 -4.428 3.607 -0.02 -0.11 -0.14 0.217
H 1.072 -7.887 3.266 0.03 -0.07 0.14 0.171
H -0.148 -8.148 4.522 0.01 0.06 -0.16 0.188
H 2.827 -7.631 4.958 -0.13 0.04 0.00 0.223
H 1.877 -9.015 5.482 -0.19 0.12 0.01 0.221
H 1.661 -7.417 6.248 -0.16 -0.16 -0.15 0.227



56
Properties=species:S:1:pos:R:3:forces:R:3:nbo_charge:R:1 method="wB97M-V/def2-TZVPD" gap_ev=8.14 total_charge=0 lumo_energy_ev=-0.1 spin_multiplicity=1
Bi -1.176 -1.652 -0.263 0.19 -0.46 0.02 1.725
O -0.408 2.494 -2.031 0.06 -0.01 -0.12 -0.685
C -0.906 2.229 -3.260 0.05 0.04 0.09 0.404
C -1.133 3.310 -4.105 -0.07 0.03 -0.10 -0.291
C -1.631 3.107 -5.382 0.03 0.02 0.02 -0.178
C -1.919 1.826 -5.838 0.00 -0.02 0.05 -0.259
C -1.697 0.751 -4.990 -0.06 0.02 0.00 -0.185
C -1.190 0.932 -3.707 0.18 0.01 -0.07 -0.191
C -0.907 -0.275 -2.848 -0.13 0.12 0.09 0.234
O -1.179 0.011 -1.515 -0.58 0.13 0.01 -0.896
N 0.488 -0.735 -2.948 0.26 -0.12 -0.03 -0.465
N 1.215 -0.698 -1.812 -0.08 -0.12 -0.19 -0.225
C 2.482 -0.752 -1.883 0.22 0.00 -0.05 -0.048
C 3.338 -0.737 -0.694 -0.21 0.21 0.03 -0.089
Br 2.672 0.217 0.803 0.66 1.01 -0.78 0.109
C 4.565 -1.250 -0.633 0.26 -0.19 -0.10 -0.233
C 5.224 -2.060 -1.676 -0.04 0.08 0.08 0.014
C 6.613 -1.979 -1.805 0.03 0.03 -0.02 -0.218
C 7.282 -2.703 -2.777 -0.03 -0.02 0.00 -0.204
C 6.576 -3.541 -3.630 -0.01 0.03 0.02 -0.209
C 5.200 -3.658 -3.490 0.01 0.00 0.02 -0.211
C 4.530 -2.928 -2.520 -0.01 -0.07 -0.01 -0.225
H -0.432 1.676 -1.503 -0.06 0.00 0.05 0.512
H -0.916 4.304 -3.734 0.00 -0.04 -0.02 0.227
H -1.799 3.961 -6.027 -0.01 -0.01 0.02 0.216
H -2.316 1.669 -6.832 0.01 0.00 0.02 0.217
H -1.928 -0.257 -5.321 0.02 0.02 0.01 0.210
H -1.534 -1.094 -3.220 -0.12 -0.05 0.03 0.166
H 0.948 -0.519 -3.825 0.16 0.10 0.06 0.367
H 2.995 -0.794 -2.848 0.01 0.00 0.04 0.182
H 5.158 -1.039 0.250 -0.01 -0.04 0.00 0.225
H 7.167 -1.328 -1.137 -0.01 -0.01 -0.02 0.214
H 8.358 -2.617 -2.866 -0.01 0.00 0.00 0.217
H 7.096 -4.110 -4.390 -0.01 0.00 0.02 0.216
H 4.645 -4.334 -4.129 0.01 0.01 0.00 0.215
H 3.462 -3.060 -2.393 0.03 -0.01 0.00 0.213
C 1.589 -2.323 2.289 0.17 -0.23 0.36 -0.641
C 0.203 -1.709 2.335 -0.07 -0.06 -0.06 0.099
C -0.025 -0.866 3.572 0.03 0.05 0.04 -0.624
O 0.031 -0.875 1.184 -0.52 -0.04 0.21 -0.911
H 1.771 -2.949 3.166 -0.07 -0.04 -0.03 0.207
H 2.334 -1.525 2.260 -0.22 -0.61 0.29 0.223
H 1.717 -2.937 1.394 0.01 0.02 -0.02 0.200
H -0.537 -2.530 2.350 -0.04 0.03 -0.04 0.139
H 0.701 -0.050 3.586 -0.01 0.01 0.05 0.207
H 0.099 -1.463 4.479 0.01 0.02 -0.02 0.206
H -1.027 -0.441 3.562 0.00 0.00 -0.01 0.232
O -3.198 -0.506 1.893 -0.06 -0.01 0.00 -0.528
C -3.013 -0.667 0.737 0.04 0.08 0.05 0.457
Cl -6.476 0.140 -2.184 0.09 0.02 -0.02 -0.021
C -4.709 0.317 -2.374 -0.07 0.00 -0.04 -0.472
C -4.028 -0.600 -1.396 -0.13 0.21 0.32 0.817
O -3.623 -1.704 -1.670 0.17 -0.11 -0.14 -0.614
O -3.953 -0.066 -0.168 -0.06 -0.07 -0.11 -0.537
H -4.445 1.351 -2.175 0.00 0.02 -0.01 0.250
H -4.440 0.028 -3.384 -0.01 0.01 -0.02 0.243